# 1
{
  "formula": "C42H42N3O6",
  "method": "ωB97M-V with the def2-TZVPD basis set",
  "elements": ["C", "C", "C", "C", "C", "C", "C", "N", "C", "C", "C", "N", "O", "C", "C", "C", "C", "N", "O", "H", "H", "H", "H", "H", "H", "H", "H", "H", "H", "H", "H", "H", "H", "H", "H", "H", "H", "H", "H", "H", "H", "H", "H", "H", "H", "C", "C", "C", "C", "C", "C", "C", "O", "C", "C", "C", "C", "C", "C", "C", "O", "H", "H", "H", "H", "H", "H", "H", "H", "C", "C", "C", "C", "C", "C", "C", "O", "C", "C", "C", "C", "C", "C", "C", "O", "H", "H", "H", "H", "H", "H", "H", "H"],
  "positions_angstrom": [[-1.76626, -0.87104, 0.70390], [-2.26451, -2.40217, 1.02620], [-2.54953, -2.44475, 2.67273], [-0.99572, -3.40589, 0.76485], [-1.38530, -4.89447, 0.20140], [0.03990, -5.53553, -0.39703], [1.07249, -6.03974, 0.77078], [1.24827, -5.48331, 2.01339], [-1.91594, -5.95759, 1.32052], [-3.51768, -5.94667, 1.62819], [-3.93206, -5.51072, 3.16374], [-3.18376, -5.88168, 4.42520], [-5.07841, -4.78826, 3.30359], [-2.35537, -4.68600, -1.10127], [-3.34876, -3.38350, -1.03097], [-2.88074, -2.30328, -2.17282], [-4.85161, -3.93417, -1.51540], [-3.55519, -2.80490, 0.35083], [-4.43200, -1.76471, 0.32930], [-1.98691, -0.11482, 1.60065], [-2.23846, -0.38595, -0.25055], [-0.58873, -0.82260, 0.55206], [-2.01054, -1.56322, 3.24175], [-3.68876, -2.53791, 2.93492], [-2.04199, -3.44180, 3.09051], [-0.33663, -3.39188, 1.73249], [-0.33636, -2.89165, -0.08681], [-0.24684, -6.43606, -1.11444], [0.50364, -4.68726, -1.07237], [1.76364, -6.98113, 0.51151], [1.98880, -6.06752, 2.48395], [-1.35652, -5.73014, 2.32486], [-1.61353, -7.04466, 0.94150], [-4.17750, -5.30770, 0.90675], [-3.89547, -7.07202, 1.50438], [-2.15691, -5.69645, 4.35450], [-3.52752, -5.18202, 5.14938], [-1.65860, -4.52444, -2.05216], [-2.94150, -5.70235, -1.27919], [-2.88463, -2.86029, -3.20614], [-1.80548, -1.93788, -1.88484], [-3.66955, -1.40744, -2.18371], [-5.44704, -2.99820, -1.91168], [-5.44461, -4.45689, -0.65163], [-4.68333, -4.68943, -2.42192], [3.41199, 3.29542, -1.98055], [2.20028, 2.60501, -1.97013], [2.15379, 1.28276, -1.52542], [3.32539, 0.64434, -1.10089], [4.54085, 1.32674, -1.13454], [4.58252, 2.65944, -1.56451], [5.79066, 0.64758, -0.73607], [6.85825, 1.24742, -0.76196], [5.73652, -0.76648, -0.31466], [6.92145, -1.43966, 0.01032], [6.87781, -2.77322, 0.42267], [5.65350, -3.43380, 0.52049], [4.47207, -2.76734, 0.19200], [4.51507, -1.43376, -0.23582], [3.26369, -0.74861, -0.61526], [2.18772, -1.32988, -0.53401], [3.44675, 4.32883, -2.31843], [1.29014, 3.09669, -2.30639], [1.20338, 0.75171, -1.51515], [5.52562, 3.20290, -1.58061], [7.88118, -0.93022, -0.06032], [7.79958, -3.29560, 0.66951], [5.61852, -4.47040, 0.84862], [3.52042, -3.29103, 0.26611], [-1.54779, 9.99906, -3.19853], [-0.66966, 9.19637, -3.92625], [-0.00939, 8.13788, -3.30022], [-0.21859, 7.88840, -1.93843], [-1.07767, 8.70610, -1.20530], [-1.75298, 9.75704, -1.83949], [-1.26775, 8.48291, 0.24250], [-2.02496, 9.19855, 0.88649], [-0.52592, 7.39114, 0.90417], [-0.65224, 7.20478, 2.28698], [0.03546, 6.16628, 2.91856], [0.84161, 5.30748, 2.17193], [0.97370, 5.49424, 0.79515], [0.29597, 6.54446, 0.16185], [0.47035, 6.75558, -1.28879], [1.18232, 6.00409, -1.94496], [-2.06943, 10.81830, -3.68849], [-0.50006, 9.39291, -4.98256], [0.67072, 7.51220, -3.87587], [-2.43567, 10.39117, -1.27659], [-1.28213, 7.86890, 2.87672], [-0.05994, 6.02660, 3.99320], [1.37172, 4.49401, 2.66250], [1.60869, 4.82279, 0.21955]],
  "lowdin_charge": [-0.065, -0.391, -0.043, -0.087, -0.370, -0.138, -0.177, 0.041, -0.141, -0.092, -0.319, 0.073, -0.101, -0.086, -0.429, -0.062, -0.066, -0.120, -0.028, 0.094, 0.076, 0.087, 0.090, 0.089, 0.068, 0.121, 0.117, 0.127, 0.122, 0.119, 0.043, 0.093, 0.131, 0.095, 0.136, 0.069, 0.107, 0.129, 0.134, 0.099, 0.083, 0.107, 0.088, 0.088, 0.096, -0.055, -0.057, 0.008, -0.087, -0.087, 0.010, -0.279, 0.097, -0.085, 0.007, -0.058, -0.059, 0.006, -0.084, -0.276, 0.078, 0.105, 0.107, 0.117, 0.122, 0.122, 0.108, 0.106, 0.113, -0.056, -0.057, 0.005, -0.086, -0.084, 0.008, -0.278, 0.099, -0.085, 0.009, -0.054, -0.054, 0.011, -0.083, -0.271, 0.082, 0.108, 0.108, 0.121, 0.122, 0.122, 0.109, 0.109, 0.110],
  "spin_multiplicity": 2,
  "mol_weight_da": 684.8,
  "e_tot_ev": -60983.02518,
  "fmax_ev_per_a": 8.1,
  "e_lumo_ev": [-1.2, -1.2],
  "homo_ha": [-0.3268, -0.3509],
  "orbital_gap_ev": [7.7, 8.4]
}

# 2
{
  "formula": "C40H34BN4O6RuS3",
  "method": "ωB97M-V with the def2-TZVPD basis set",
  "elements": ["Ru", "O", "S", "O", "O", "O", "B", "N", "C", "C", "C", "N", "N", "C", "C", "C", "N", "H", "H", "H", "H", "H", "H", "H", "H", "C", "C", "C", "C", "C", "C", "C", "S", "O", "C", "C", "C", "C", "C", "C", "C", "C", "C", "C", "C", "C", "C", "C", "C", "C", "C", "C", "C", "C", "S", "O", "C", "C", "C", "C", "C", "C", "C", "H", "H", "H", "H", "H", "H", "H", "H", "H", "H", "H", "H", "H", "H", "H", "H", "H", "H", "H", "H", "H", "H", "H", "H", "H", "H"],
  "positions_angstrom": [[0.03098, 0.08872, 0.16873], [2.25200, 3.17710, -0.94711], [1.44349, 2.07026, -0.58125], [0.95520, 2.03540, 0.86033], [2.02655, 0.68073, -0.73809], [0.14633, 1.90709, -1.35449], [0.67796, -2.41764, 2.84750], [0.16215, -0.94924, 3.08507], [0.09969, -0.42821, 4.29997], [-0.59626, 0.77644, 4.25708], [-0.92224, 0.91807, 2.92972], [-0.47994, -0.13286, 2.21545], [1.08288, -2.62754, 1.33873], [1.59859, -3.75636, 0.88215], [1.96716, -3.59382, -0.45106], [1.63533, -2.28680, -0.72689], [1.08898, -1.70669, 0.35893], [-0.16637, -3.21620, 3.12103], [1.66317, -2.52640, 3.52664], [0.54327, -0.95963, 5.12253], [-0.81329, 1.44196, 5.06846], [-1.44486, 1.72244, 2.43855], [1.68472, -4.59966, 1.54221], [2.42427, -4.31364, -1.09875], [1.76753, -1.70529, -1.62117], [-3.47959, 7.46688, -0.05048], [-3.22545, 5.99131, -0.08361], [-4.26520, 5.08379, 0.07017], [-4.03282, 3.72069, 0.06360], [-2.73028, 3.26609, -0.11221], [-1.66904, 4.14406, -0.25555], [-1.93273, 5.50514, -0.24200], [-2.53171, 1.50330, -0.08058], [-3.52626, 0.97561, 0.87332], [-3.00996, 1.04439, -1.74853], [-2.45149, 1.78720, -2.81965], [-2.69974, 1.40776, -4.09892], [-3.49226, 0.26500, -4.38704], [-3.69102, -0.17154, -5.71802], [-4.41976, -1.29466, -5.97744], [-4.98635, -2.02770, -4.91466], [-4.82032, -1.61708, -3.62290], [-4.06782, -0.45300, -3.32528], [-3.83553, -0.02875, -1.96828], [-4.52917, -0.80230, -0.90199], [-5.92574, -0.60525, -0.72063], [-6.64236, 0.37026, -1.45450], [-7.98597, 0.55283, -1.25202], [-8.67440, -0.23047, -0.31109], [-7.99982, -1.17499, 0.41836], [-6.61373, -1.37748, 0.23551], [-5.89767, -2.32651, 1.00906], [-4.54051, -2.49387, 0.85081], [-3.87081, -1.73754, -0.11793], [-2.09383, -1.95670, -0.11392], [-1.80600, -3.01441, 0.86930], [-1.83166, -2.56896, -1.74878], [-1.17481, -1.79146, -2.67590], [-1.01204, -2.26330, -3.97074], [-1.49234, -3.51484, -4.33624], [-1.33321, -4.01805, -5.73800], [-2.12500, -4.29780, -3.37175], [-2.30079, -3.83675, -2.08462], [-4.53688, 7.69358, -0.17072], [-2.92961, 7.97675, -0.83852], [-3.15539, 7.89233, 0.89918], [-5.27332, 5.45339, 0.20439], [-4.83972, 3.01899, 0.20952], [-0.66908, 3.78242, -0.37275], [-1.10950, 6.19656, -0.34966], [-1.83837, 2.64323, -2.61983], [-2.28189, 1.97431, -4.91999], [-3.24362, 0.39543, -6.52241], [-4.56240, -1.62668, -6.99666], [-5.55663, -2.92190, -5.12262], [-5.25226, -2.19373, -2.81808], [-6.12024, 0.98078, -2.17797], [-8.51850, 1.30496, -1.81438], [-9.73406, -0.08267, -0.16207], [-8.51613, -1.77784, 1.15128], [-6.43238, -2.90988, 1.74669], [-3.97719, -3.18441, 1.45925], [-0.81638, -0.78718, -2.44076], [-0.52056, -1.64036, -4.70461], [-0.91770, -3.24919, -6.38407], [-2.29307, -4.32546, -6.15113], [-0.66998, -4.88275, -5.77168], [-2.49774, -5.27552, -3.64203], [-2.79675, -4.44181, -1.34102]],
  "lowdin_charge": [1.507, -0.250, 0.303, -0.417, -0.416, -0.460, -0.380, -0.057, -0.070, -0.028, -0.154, -0.102, -0.068, -0.071, -0.032, -0.153, -0.119, 0.065, 0.070, 0.127, 0.099, 0.092, 0.132, 0.096, 0.103, -0.047, -0.267, -0.029, -0.049, -0.357, -0.049, -0.015, 0.932, -0.440, -0.284, -0.057, 0.002, -0.161, -0.029, -0.072, -0.062, -0.004, -0.114, -0.141, -0.154, -0.113, -0.004, -0.067, -0.073, -0.026, -0.151, 0.005, -0.041, -0.288, 0.936, -0.442, -0.376, -0.098, -0.019, -0.262, -0.042, -0.026, -0.040, 0.076, 0.082, 0.087, 0.114, 0.113, 0.077, 0.122, 0.101, 0.121, 0.114, 0.105, 0.107, 0.123, 0.120, 0.103, 0.103, 0.112, 0.115, 0.108, 0.098, 0.122, 0.077, 0.081, 0.086, 0.119, 0.122],
  "spin_multiplicity": 6,
  "mol_weight_da": 874.8,
  "e_tot_ev": -96039.28098,
  "de_lowest_kj_mol": 0.0,
  "fmax_ev_per_a": 1.3,
  "e_lumo_ev": [-0.2, -2.0],
  "homo_ha": [-0.3093, -0.3109],
  "orbital_gap_ev": [8.2, 6.5]
}

# 3
{
  "formula": "C5H12NO4P",
  "method": "ωB97M-V with the def2-TZVPD basis set",
  "elements": ["C", "O", "C", "C", "C", "O", "C", "O", "O", "P", "N", "H", "H", "H", "H", "H", "H", "H", "H", "H", "H", "H", "H"],
  "positions_angstrom": [[2.78693, 1.03130, -0.27026], [2.51250, -0.40638, -0.42486], [1.66644, -0.93178, 0.65836], [0.65503, -2.09856, 0.01580], [-0.90089, -1.58675, 0.08310], [-1.37056, -0.85363, -1.10253], [-0.80385, 0.50127, -1.18658], [-0.17547, 0.83316, -2.34593], [-0.87593, 1.54972, -0.15714], [-2.42243, 1.59330, 0.64246], [-3.69881, 1.67608, -0.35254], [3.86004, 1.20740, 0.19535], [2.79777, 1.50086, -1.36699], [1.96566, 1.62816, 0.31936], [2.30121, -1.35625, 1.56365], [0.94663, -0.11644, 1.13815], [1.01234, -2.47022, -1.03718], [0.74487, -3.01348, 0.77638], [-1.03929, -1.02802, 1.10214], [-1.58010, -2.56583, 0.15491], [-2.61480, 0.43072, 1.47860], [-2.42688, 2.82168, 1.44899], [-3.34042, 1.65372, -1.33324]],
  "lowdin_charge": [-0.123, -0.247, -0.207, -0.113, -0.201, -0.063, -0.330, 0.023, -0.251, 0.741, -0.307, 0.101, 0.113, 0.090, 0.133, 0.109, 0.138, 0.124, 0.100, 0.151, 0.012, 0.027, -0.020],
  "mol_weight_da": 181.1,
  "e_tot_ev": -24342.81079,
  "de_lowest_kj_mol": 580.7,
  "fmax_ev_per_a": 9.6,
  "e_lumo_ev": 0.2,
  "homo_ha": -0.3352,
  "smiles": "COCCCOC(=O)O[PH2]=N",
  "orbital_gap_ev": 9.3
}

> What is the formula in the second record?

C40H34BN4O6RuS3